Entry 1:
Here is an isolated molecule of C5H7N at a distorted geometry from the Open Molecules 2025 dataset. Energies are from ωB97M-V with the def2-TZVPD basis set.

Geometry (Å):
N 2.14 -0.90 1.55
C -0.23 0.61 -0.09
C -1.49 0.12 -0.66
C 1.15 0.25 -0.60
C 1.69 -0.40 0.60
C -0.74 -0.44 0.84
H 1.09 -0.47 -1.42
H -0.51 -1.50 0.75
H -0.77 -0.19 1.92
H -0.35 1.59 0.35
H -1.40 -0.55 -1.54
H -2.34 0.79 -0.79
H 1.76 1.10 -0.91

For the relative energy (zero: lowest compared OMol25 entry of this formula, charge and spin), the calculation gives 260.7 kJ/mol. Its multiplicity is 1. Its HOMO energy is -9.62 eV. The value obtained for the electronic energy is -6785.8110 eV. The SMILES is N#CCC1CC1. As for the frontier orbital gap: 10.6 eV.


Entry 2:
Here is a structure of composition C5H7N from the Open Molecules 2025 dataset. Energies are from ωB97M-V with the def2-TZVPD basis set.

Geometry (Å):
N -0.38 -1.24 -0.10
C 0.43 -0.04 0.08
C -0.41 1.08 0.09
C 1.91 -0.12 -0.18
C -1.72 0.61 -0.04
C -1.65 -0.78 -0.11
H 0.13 -0.89 1.01
H -0.09 2.11 0.16
H 2.29 -1.11 0.11
H -2.63 1.20 -0.05
H -2.46 -1.50 -0.11
H 2.13 0.03 -1.24
H 2.45 0.64 0.39

For the relative energy (zero: lowest compared OMol25 entry of this formula, charge and spin), the calculation gives 201.9 kJ/mol. Its multiplicity is 1. Its HOMO energy is -8.93 eV. The value obtained for the electronic energy is -6786.4202 eV. As for the frontier orbital gap: 9.9 eV.


Entry 3:
Here is an isolated molecule of C5H7N at a distorted geometry from the Open Molecules 2025 dataset. Energies are from ωB97M-V with the def2-TZVPD basis set.

Geometry (Å):
N 0.95 -0.92 0.51
C 0.36 1.42 -0.46
C -0.13 -1.50 -0.15
C -0.34 -0.54 0.96
C -0.20 0.14 -1.10
C -0.78 0.69 0.16
H 0.05 2.32 -1.01
H 1.81 -0.86 0.93
H -0.57 -0.75 1.99
H -0.22 -2.61 0.06
H 1.34 1.52 0.00
H -0.48 0.02 -2.11
H -1.78 1.09 0.23

For the relative energy (zero: lowest compared OMol25 entry of this formula, charge and spin), the calculation gives 665.6 kJ/mol. Its multiplicity is 1. Its HOMO energy is -7.41 eV. The value obtained for the electronic energy is -6781.6136 eV. The SMILES is C1[C@@H]2[C@H]1[C@@H]1N[C@H]21. As for the frontier orbital gap: 8.6 eV.


Entry 4:
Here is a cluster of 2 separate species, C5H7N in total from the Open Molecules 2025 dataset. Energies are from ωB97M-V with the def2-TZVPD basis set.

Geometry (Å):
N -0.65 -1.94 0.78
C -0.33 1.72 -0.23
C 0.36 -1.84 -0.35
C 0.69 2.11 -0.94
C -1.34 1.30 0.49
C 0.57 -2.07 1.06
H 1.70 1.94 -0.58
H 0.57 2.60 -1.90
H -1.80 1.94 1.24
H 0.38 -2.68 -1.05
H -1.73 0.29 0.38
H 0.52 -0.86 -0.78
H 1.19 -2.24 1.93

For the relative energy (zero: lowest compared OMol25 entry of this formula, charge and spin), the calculation gives 403.5 kJ/mol. Its multiplicity is 1. Its HOMO energy is -9.84 eV. The value obtained for the electronic energy is -6784.3308 eV. The SMILES is C1=NC1.C=C=C. As for the frontier orbital gap: 10.9 eV.